[1]
Here is C3H9NO2 as an isolated structure from the OMol25 dataset. Energies are from wB97M-V/def2-TZVPD.

Calculated values
- orbital gap (eV) = 10.316
- HOMO level (eV) = -9.6
- multiplicity = 1

Positions of all 15 atoms, in Å:
O  3.328  -3.627  0.100
O  -1.932  -0.815  2.232
N  -1.137  1.014  -0.753
C  -0.500  0.388  0.508
C  -1.317  -0.856  1.218
C  -0.632  2.325  -0.972
H  -0.592  1.149  1.324
H  -0.405  2.932  -0.001
H  0.294  2.306  -1.482
H  -2.045  1.108  -0.462
H  3.979  -4.274  -0.394
H  0.572  0.158  0.497
H  3.028  -3.053  -0.629
H  -1.260  3.060  -1.471
H  -1.380  -1.816  0.283

In the Mulliken picture, each atom carries the following charge in e: -0.6515 -0.4015 -0.3835 -0.5593 0.0741 -0.7953 0.3316 0.2511 0.2898 0.2683 0.3343 0.3958 0.3171 0.3337 0.1954



[2]
Here is C19H21NO4 as an isolated structure from the OMol25 dataset. Energies are from wB97M-V/def2-TZVPD.

Calculated values
- orbital gap (eV) = 8.599
- HOMO level (eV) = -9.7
- multiplicity = 1

Positions of all 45 atoms, in Å:
O  -3.167  1.307  -0.747
O  3.052  0.355  -0.206
O  -2.971  1.551  1.603
O  3.305  -1.099  1.488
N  7.440  -1.631  0.240
C  -2.381  1.167  0.482
C  -6.725  0.420  -0.250
C  3.793  -0.520  0.341
C  7.961  -0.585  -0.688
C  1.723  0.473  -0.198
C  5.248  -0.381  0.044
C  6.191  -1.230  0.535
C  -7.416  -0.687  0.189
C  7.071  0.495  -1.562
C  -0.121  0.642  1.256
C  -8.352  -3.091  -0.266
C  0.841  0.598  -1.059
C  1.230  0.678  1.250
C  -4.572  1.421  -0.487
C  -7.348  -1.947  -0.778
C  5.670  0.434  -0.807
C  -0.402  0.702  -0.968
C  -1.079  1.057  0.159
C  -5.247  0.039  -0.388
H  1.879  0.524  2.094
H  -9.489  -2.908  -0.269
H  8.966  -0.729  -0.838
H  -7.001  1.293  0.731
H  -0.599  0.779  2.331
H  -1.118  0.919  -1.798
H  -7.229  -1.067  1.207
H  5.037  1.070  -1.575
H  -5.041  -0.592  -0.986
H  -6.394  -2.374  -0.688
H  -4.908  1.792  -1.338
H  -4.719  2.265  0.130
H  5.734  -2.124  1.432
H  7.499  1.098  -2.114
H  -7.081  0.766  -1.392
H  -8.442  -3.850  -1.134
H  -8.207  -3.505  0.659
H  -4.909  0.048  0.777
H  -7.944  -1.513  -1.525
H  1.453  0.659  -2.233
H  -8.737  -0.360  0.433

In the Mulliken picture, each atom carries the following charge in e: -0.3926 -0.2405 -0.6339 -0.6245 -0.4960 0.3579 0.0548 0.4230 -0.2960 0.8748 0.3783 -0.0014 -0.8738 -0.9252 -0.7737 -1.3660 -0.7161 -0.4636 -1.1774 -0.4760 0.1743 -0.2092 0.6757 -1.0650 0.4821 0.3320 0.4597 0.1995 0.2061 0.3880 0.4202 0.1795 1.0679 0.3702 0.7440 0.4824 0.2026 0.5907 0.1439 0.3213 0.4299 0.1677 0.3018 0.0559 0.2468



[3]
Here is a single C4H9NO2 molecule from the OMol25 dataset. Energies are from wB97M-V/def2-TZVPD.

Calculated values
- orbital gap (eV) = 7.556
- HOMO level (eV) = -7.0
- multiplicity = 1

Positions of all 16 atoms, in Å:
O  -1.704  1.483  0.965
O  0.748  -1.951  -0.579
N  2.186  -0.312  -0.100
C  0.062  -0.163  1.052
C  -1.057  0.048  -1.020
C  0.960  -0.791  0.025
C  -0.682  0.861  0.187
H  -1.272  0.645  -1.913
H  -0.649  -0.915  1.408
H  -1.943  -0.565  -0.776
H  -0.150  -1.690  -0.973
H  2.480  0.502  0.419
H  0.621  0.236  1.909
H  0.051  1.633  -0.109
H  2.778  -0.661  -0.841
H  -2.428  1.638  0.346

In the Mulliken picture, each atom carries the following charge in e: -0.5760 -0.4335 -0.3252 -0.7105 -1.5284 0.3367 0.5891 0.1805 0.2250 0.4189 0.4715 0.2426 0.3691 0.1390 0.2526 0.3486



[4]
Here is an isolated ion of composition C6H10N3S and charge +1 from the OMol25 dataset. Energies are from wB97M-V/def2-TZVPD.

Calculated values
- orbital gap (eV) = 9.704
- charge = +1
- SMILES string = Cn1nc[n+]2c1[C@H](S)CC2
- HOMO level (eV) = -13.4
- multiplicity = 1

Positions of all 20 atoms, in Å:
S  -0.118  -2.324  1.275
N  -1.653  1.411  -1.012
N  0.394  1.280  -0.115
N  -1.402  0.160  -0.867
C  -2.402  -0.901  -1.239
C  1.586  1.312  0.698
C  -0.633  2.130  -0.558
C  0.809  -1.039  0.215
C  -0.136  0.029  -0.249
C  1.810  -0.125  1.063
H  -2.679  -0.887  -2.351
H  1.369  1.940  1.626
H  1.637  -0.402  2.051
H  1.218  -1.723  -0.461
H  2.398  1.768  0.101
H  -3.253  -0.446  -0.754
H  -2.041  -1.857  -0.896
H  -0.722  3.217  -0.632
H  2.918  -0.300  0.864
H  0.901  -3.243  1.241

In the Mulliken picture, each atom carries the following charge in e: -0.1953 -0.9115 0.1531 0.7607 -0.6336 -0.4532 -0.1217 -0.1520 -0.1630 -0.6209 0.2809 0.2667 0.4292 0.4684 0.3619 0.3193 0.2593 0.4426 0.2870 0.2222



[5]
Here is C22H21BeIN2 as an isolated structure from the OMol25 dataset. Energies are from wB97M-V/def2-TZVPD.

Calculated values
- orbital gap (spin up / spin down) (eV) = 5.026 / 6.598
- HOMO level (spin up / spin down) (eV) = -5.4 / -7.0
- multiplicity = 1

Positions of all 47 atoms, in Å:
I  3.483  -0.237  0.695
N  1.235  1.221  -1.299
N  1.004  -1.358  -1.178
C  -0.813  0.079  0.704
C  -3.156  0.273  4.389
C  1.348  2.556  -1.192
C  0.804  -2.726  -1.161
C  0.936  -2.991  -3.566
C  -0.978  0.019  3.285
C  -1.772  0.103  4.483
C  1.893  1.141  1.904
C  1.585  2.708  -3.584
C  -3.775  0.336  3.130
C  -1.562  0.113  -0.438
C  1.941  -1.340  1.960
C  -2.985  0.248  -0.462
C  -1.543  0.103  1.961
C  -3.007  0.236  1.951
C  1.561  3.309  -2.330
C  1.142  -0.856  -2.460
C  1.053  -1.611  -3.633
C  1.417  1.313  -3.646
C  1.290  0.576  -2.488
C  0.819  -3.571  -2.291
C  -3.697  0.307  0.713
Be  0.869  0.046  -0.289
H  -3.501  0.297  -1.423
H  1.364  0.786  -4.602
H  -1.236  0.043  5.458
H  1.279  3.021  -0.216
H  1.690  4.397  -2.253
H  0.845  1.493  1.728
H  2.110  -2.338  1.527
H  1.718  3.260  -4.517
H  -3.730  0.355  5.298
H  0.106  -0.096  3.405
H  1.938  0.728  2.910
H  -1.100  0.040  -1.419
H  -4.767  0.429  0.745
H  0.713  -4.659  -2.199
H  0.626  -3.174  -0.194
H  2.634  1.952  1.737
H  -4.873  0.468  3.072
H  0.801  -1.160  1.883
H  1.045  -1.071  -4.608
H  2.320  -1.193  2.994
H  0.924  -3.576  -4.484

In the Mulliken picture, each atom carries the following charge in e: 0.0784 0.4376 0.6792 0.1482 -0.4072 0.1313 0.2116 -0.4523 0.1941 -0.9554 -1.3357 -0.6748 -0.7486 -1.2148 -1.0359 -1.2712 2.3451 1.1229 -0.8308 0.6108 -1.1807 -0.7756 0.9668 -1.0389 -0.8908 -1.3835 0.3907 0.2996 0.3499 0.4269 0.3557 0.3811 0.3830 0.4147 0.3864 0.1551 0.4943 0.1413 0.3532 0.3542 0.4419 0.3451 0.2919 0.2777 0.2106 0.3851 0.4316



[6]
Here is a single C6H13NO2 molecule from the OMol25 dataset. Energies are from wB97M-V/def2-TZVPD.

Calculated values
- orbital gap (eV) = 10.245
- SMILES string = C[C@@H](O)[C@H](N)[C@@H](C)C=O
- HOMO level (eV) = -9.4
- multiplicity = 1

Positions of all 22 atoms, in Å:
O  1.858  0.716  1.687
O  -1.914  1.327  -1.040
N  -2.010  -0.814  0.659
C  -0.652  1.019  -0.417
C  0.459  1.333  -1.406
C  0.441  -1.066  0.802
C  -0.742  -0.557  -0.030
C  0.836  0.042  1.773
C  1.621  -1.565  -0.035
H  -2.089  -0.266  1.512
H  0.108  0.224  2.583
H  -0.804  -1.095  -0.983
H  2.536  -0.979  0.087
H  0.351  2.350  -1.802
H  -1.909  2.275  -1.257
H  1.393  -1.593  -1.104
H  0.419  0.658  -2.268
H  1.448  1.249  -0.951
H  0.116  -1.911  1.425
H  -2.751  -0.441  0.051
H  -0.584  1.685  0.451
H  1.870  -2.591  0.262

In the Mulliken picture, each atom carries the following charge in e: -0.4951 -0.5778 -0.7841 0.3542 -1.3061 0.4589 -0.3903 -0.2879 -1.4460 0.2644 0.3946 0.4216 0.3216 0.4230 0.3426 0.3422 0.2935 0.2642 0.4562 0.3431 0.2638 0.3436



[7]
Here is a 2-piece molecular cluster, C11H15N overall from the OMol25 dataset. Energies are from wB97M-V/def2-TZVPD.

Calculated values
- orbital gap (eV) = 8.836
- SMILES string = Cc1c[nH]c2ccccc12.CC
- HOMO level (eV) = -7.9
- multiplicity = 1

Positions of all 27 atoms, in Å:
N  -1.930  -1.378  1.107
C  -1.105  2.133  0.086
C  -1.314  0.631  0.310
C  -0.957  -1.613  0.130
C  0.683  -2.647  -1.370
C  2.629  2.086  1.350
C  2.196  3.324  0.424
C  -1.974  0.043  1.313
C  -0.283  -2.728  -0.387
C  -0.552  -0.350  -0.372
C  0.235  -0.296  -1.556
C  1.038  -1.379  -1.852
H  2.892  3.751  -0.265
H  1.649  1.716  1.721
H  -2.084  2.628  0.229
H  1.192  2.995  0.014
H  0.365  0.611  -2.133
H  3.329  2.215  2.195
H  -0.670  2.293  -0.862
H  -2.124  -1.988  1.875
H  2.092  4.369  0.920
H  3.089  1.327  0.802
H  1.973  -1.184  -2.308
H  -2.478  0.475  2.104
H  -0.195  -3.578  0.148
H  1.257  -3.523  -1.725
H  -0.372  2.524  0.781

In the Mulliken picture, each atom carries the following charge in e: -0.1410 -1.3795 0.6274 -0.3503 -0.3720 -0.7500 -0.5004 -0.8703 -0.6325 1.0741 -0.6071 -0.5628 0.3825 0.1795 0.3670 -0.1265 0.3644 0.3234 0.3484 0.2425 0.2559 0.2568 0.3922 0.5064 0.3659 0.3566 0.2494



[8]
Here is a single C21H25F3N2O3 molecule from the OMol25 dataset. Energies are from wB97M-V/def2-TZVPD.

Calculated values
- orbital gap (eV) = 9.392
- SMILES string = O=C([C@@H]1CCC(=O)N(C2CC2)C1)N1CCC(Oc2cccc(C(F)(F)F)c2)CC1
- HOMO level (eV) = -8.9
- multiplicity = 1

Positions of all 54 atoms, in Å:
F  -5.061  3.367  -3.025
F  -3.695  3.320  -4.684
F  -5.639  2.423  -4.868
O  -2.239  0.141  -0.638
O  1.824  0.245  3.055
O  3.871  -3.038  4.118
N  0.805  0.196  1.061
N  4.440  -1.059  3.209
C  0.704  0.031  -0.368
C  4.365  -0.039  2.181
C  3.030  -2.617  1.935
C  3.231  -0.265  1.182
C  -4.125  0.151  -4.332
C  -3.559  -1.023  -3.874
C  -4.041  1.285  -3.534
C  -3.399  1.251  -2.310
C  5.085  -0.636  4.418
C  -1.434  -0.710  1.424
C  1.896  0.070  1.854
C  3.816  -2.258  3.188
C  6.524  -0.209  4.365
C  -4.613  2.586  -4.020
C  6.145  -1.491  5.038
C  -0.483  0.460  1.672
C  -2.912  -1.077  -2.651
C  -2.827  0.061  -1.852
C  3.311  -1.726  0.737
C  -0.185  -1.172  -0.701
C  -1.574  -0.982  -0.076
H  -0.323  0.605  2.741
H  4.225  0.925  2.682
H  4.420  -0.091  5.080
H  4.318  -1.919  0.358
H  -2.485  -2.015  -2.331
H  7.040  -0.271  3.419
H  2.608  -1.950  -0.066
H  -3.338  2.130  -1.688
H  6.828  0.630  4.971
H  -3.618  -1.915  -4.478
H  3.388  0.412  0.336
H  6.177  -1.550  6.114
H  1.685  -0.086  -0.824
H  0.253  -2.088  -0.301
H  6.389  -2.418  4.545
H  -4.627  0.192  -5.285
H  0.237  0.933  -0.783
H  -2.413  -0.476  1.842
H  3.240  -3.665  1.708
H  -0.905  1.371  1.238
H  5.318  -0.006  1.635
H  -2.182  -1.886  -0.221
H  -0.266  -1.267  -1.785
H  -1.051  -1.607  1.911
H  1.975  -2.553  2.216

In the Mulliken picture, each atom carries the following charge in e: -0.2663 -0.2561 -0.2751 -0.3404 -0.6796 -0.6751 0.1014 0.1499 -1.0460 -1.4944 -0.3685 0.1965 -0.7637 -0.9080 0.1506 -0.5863 -0.2327 -1.0224 0.3885 0.4751 -0.5178 0.9573 -0.6655 -0.9911 -0.3759 0.7161 -0.8251 -0.5972 -0.0747 0.3822 0.4703 0.4284 0.4915 0.3560 0.2444 0.3023 0.4632 0.2535 0.3898 0.6980 0.2425 0.4193 0.4120 0.1867 0.4404 0.3908 0.4424 0.5655 0.4295 0.4684 0.4049 0.5538 0.4202 -0.0295



[9]
Here is a 4-piece molecular cluster, C2H11NO3 overall from the OMol25 dataset. Energies are from wB97M-V/def2-TZVPD.

Calculated values
- orbital gap (eV) = 8.101
- SMILES string = C=CN.O.O.O
- HOMO level (eV) = -7.7
- multiplicity = 1

Positions of all 17 atoms, in Å:
O  1.632  -1.381  1.102
O  1.294  1.338  1.967
O  1.691  0.268  -2.000
N  -1.325  -1.206  0.652
C  -1.744  0.650  -1.147
C  -2.048  -0.285  -0.163
H  -2.392  0.371  -1.990
H  -1.635  -2.142  0.468
H  -1.205  1.584  -1.150
H  1.052  0.952  -1.643
H  2.430  -1.682  0.633
H  -3.164  -0.383  0.030
H  -0.394  -1.148  0.636
H  1.042  1.052  1.095
H  2.494  0.682  -2.207
H  1.810  -0.584  1.537
H  0.461  1.913  2.182

In the Mulliken picture, each atom carries the following charge in e: -0.6433 -0.6894 -0.6107 -0.4306 -0.8124 -0.0553 0.1724 0.2856 0.3806 0.2927 0.3099 0.3171 0.1923 0.2909 0.3006 0.3456 0.3539



Strongest force on any atom (computed, hartree/bohr): 0.101 0.369 0.009 0.107 0.079 0.040 0.071 0.013 0.103
Energy (computed, eV): -8839.3794 -29705.9170 -9876.1116 -21681.8357 -34633.0451 -12017.2758 -13138.4684 -39458.9044 -9881.9520
Energy above the lowest of the compared OMol25 structures with the same formula, charge and spin (computed, kJ/mol): 345.0 1870.6 381.0 108.1 378.0 139.8 224.1 135.9 313.4